Below is a 5-piece molecular cluster, C33H71F2N6O4S2 overall at a distorted geometry, with properties calculated with ωB97M-V/def2-TZVPD.

Atoms and positions in Å:
1 C -4.930 13.442 -17.764
2 C -4.687 13.126 -16.352
3 C -5.415 14.152 -15.446
4 C -5.581 13.700 -13.982
5 N -6.397 14.601 -12.980
6 C -5.979 16.121 -13.168
7 C -7.272 16.900 -13.702
8 C -8.388 15.947 -13.096
9 C -7.899 14.525 -13.264
10 C -6.090 14.158 -11.530
11 H -4.229 12.950 -18.438
12 H -4.758 14.472 -18.078
13 H -5.945 13.197 -18.076
14 H -3.633 13.222 -16.092
15 H -5.039 12.117 -16.139
16 H -6.433 14.173 -15.835
17 H -4.998 15.146 -15.609
18 H -4.594 13.537 -13.550
19 H -6.142 12.766 -13.961
20 H -5.885 16.515 -12.157
21 H -5.067 16.322 -13.731
22 H -7.160 17.867 -13.212
23 H -7.486 16.905 -14.771
24 H -8.549 16.136 -12.034
25 H -9.330 16.058 -13.633
26 H -8.436 13.802 -12.650
27 H -8.049 14.256 -14.310
28 H -6.304 13.089 -11.531
29 H -6.724 14.720 -10.844
30 H -5.022 14.238 -11.328
31 C -15.341 16.375 -8.021
32 C -15.761 14.924 -8.146
33 C -14.844 13.926 -8.882
34 C -15.635 12.715 -9.496
35 N -14.861 11.795 -10.429
36 C -14.429 12.613 -11.674
37 C -14.626 11.733 -12.915
38 C -15.143 10.389 -12.443
39 C -15.714 10.680 -11.078
40 C -13.697 11.057 -9.766
41 H -15.009 16.582 -7.004
42 H -16.188 17.015 -8.270
43 H -14.623 16.752 -8.749
44 H -16.700 14.936 -8.700
45 H -15.748 14.426 -7.176
46 H -14.043 13.570 -8.235
47 H -14.302 14.442 -9.675
48 H -16.564 12.907 -10.034
49 H -15.889 12.076 -8.650
50 H -13.361 12.825 -11.640
51 H -14.932 13.575 -11.767
52 H -13.736 11.678 -13.542
53 H -15.383 12.139 -13.585
54 H -14.302 9.729 -12.229
55 H -15.807 9.808 -13.083
56 H -15.783 9.883 -10.338
57 H -16.673 11.160 -11.275
58 H -13.054 11.879 -9.452
59 H -13.158 10.441 -10.487
60 H -13.906 10.416 -8.909
61 C -12.784 12.473 -5.873
62 C -12.067 11.716 -4.692
63 C -10.621 12.186 -4.237
64 C -9.600 11.878 -5.296
65 N -8.115 12.256 -5.033
66 C -7.921 13.697 -4.510
67 C -8.140 14.600 -5.769
68 C -7.602 13.730 -6.954
69 C -7.302 12.336 -6.351
70 C -7.473 11.169 -4.218
71 H -12.168 12.432 -6.771
72 H -13.127 13.494 -5.704
73 H -13.677 11.930 -6.180
74 H -11.990 10.661 -4.953
75 H -12.755 11.654 -3.848
76 H -10.361 11.623 -3.341
77 H -10.659 13.249 -3.997
78 H -9.884 12.567 -6.092
79 H -9.571 10.812 -5.521
80 H -6.894 13.770 -4.153
81 H -8.578 14.023 -3.703
82 H -7.505 15.480 -5.677
83 H -9.148 14.946 -5.999
84 H -6.690 14.176 -7.351
85 H -8.318 13.788 -7.773
86 H -6.233 12.187 -6.196
87 H -7.651 11.464 -6.904
88 H -6.531 11.546 -3.821
89 H -7.263 10.306 -4.848
90 H -8.104 10.943 -3.358
91 C -11.537 8.391 -8.686
92 C -10.730 7.352 -7.998
93 N -9.331 7.392 -8.411
94 C -8.761 6.631 -9.392
95 C -7.352 6.704 -9.248
96 N -7.095 7.531 -8.182
97 C -8.269 7.951 -7.649
98 C -5.809 7.640 -7.522
99 H -12.598 8.173 -8.566
100 H -11.306 8.364 -9.751
101 H -11.330 9.420 -8.393
102 H -11.116 6.355 -8.210
103 H -10.948 7.478 -6.938
104 H -9.421 6.032 -10.002
105 H -6.593 6.049 -9.651
106 H -8.362 8.338 -6.645
107 H -5.992 7.773 -6.455
108 H -5.227 8.488 -7.882
109 H -5.209 6.753 -7.723
110 N -10.820 12.420 -10.644
111 S -9.446 11.651 -9.971
112 O -9.406 11.408 -8.553
113 O -8.175 11.934 -10.662
114 F -9.821 10.194 -10.625
115 S -10.652 13.727 -10.022
116 O -9.381 14.432 -10.084
117 O -11.498 13.948 -8.844
118 F -11.538 14.600 -11.084

Relative energy (zero: lowest compared OMol25 entry of this formula, charge and spin): 62.7 kcal per mole
Spin multiplicity: 1
Total charge: +3
Maximum force: 11.68 eV/Å
LUMO level: -6.82 eV
HOMO-LUMO gap: 9.7 eV


Below is a 9-piece molecular cluster, C33H74BBrNO13S9 overall, with properties calculated with ωB97M-V/def2-TZVPD.

Atoms and positions in Å:
1 C -2.944 6.290 1.842
2 B -2.558 4.910 2.458
3 O -1.580 4.846 3.380
4 C -3.286 3.524 2.044
5 C -4.651 3.395 2.285
6 C -5.481 4.487 2.878
7 O -5.827 5.437 2.267
8 O -5.822 4.283 4.178
9 C -5.314 2.222 1.958
10 C -4.632 1.166 1.380
11 C -5.388 -0.096 1.018
12 C -6.809 0.178 0.495
13 C -6.837 1.086 -0.726
14 Br -6.533 0.076 -2.350
15 N -3.294 1.285 1.164
16 C -2.623 0.122 0.551
17 C -2.854 0.071 -0.977
18 O -2.713 -1.263 -1.427
19 C -1.391 -1.670 -1.390
20 C -0.535 -1.308 -2.544
21 O -0.999 -2.285 -0.454
22 C -2.604 2.433 1.474
23 C -1.145 2.514 1.160
24 C -0.893 2.973 -0.309
25 C -0.786 4.468 -0.524
26 S 0.542 5.162 0.476
27 H -2.021 6.839 1.657
28 H -3.519 6.861 2.567
29 H -3.495 6.222 0.910
30 H -1.468 3.963 3.764
31 H -6.786 4.278 4.253
32 H -6.367 2.151 2.164
33 H -5.499 -0.670 1.937
34 H -4.897 -0.671 0.246
35 H -7.482 0.532 1.269
36 H -7.198 -0.782 0.172
37 H -6.109 1.890 -0.686
38 H -7.823 1.535 -0.802
39 H -1.559 0.143 0.716
40 H -2.976 -0.800 0.990
41 H -2.101 0.684 -1.469
42 H -3.840 0.429 -1.250
43 H -0.138 -0.296 -2.455
44 H -1.066 -1.348 -3.491
45 H 0.318 -1.968 -2.626
46 H -0.621 3.155 1.854
47 H -0.661 1.552 1.258
48 H 0.069 2.544 -0.586
49 H -1.642 2.548 -0.965
50 H -1.752 4.952 -0.383
51 H -0.533 4.631 -1.568
52 H 0.720 6.374 -0.063
53 C 4.986 6.888 0.819
54 S 5.036 6.506 -0.932
55 O 3.635 6.243 -1.358
56 C 5.839 4.907 -0.763
57 H 4.479 7.839 0.949
58 H 4.438 6.108 1.349
59 H 6.002 6.968 1.204
60 H 5.234 4.260 -0.128
61 H 6.832 5.044 -0.334
62 H 5.929 4.469 -1.755
63 C 2.664 -4.423 -1.475
64 S 2.925 -4.126 -3.230
65 O 1.965 -3.048 -3.626
66 C 2.235 -5.680 -3.790
67 H 3.002 -3.542 -0.933
68 H 1.604 -4.591 -1.280
69 H 3.250 -5.289 -1.168
70 H 1.203 -5.775 -3.449
71 H 2.842 -6.500 -3.408
72 H 2.264 -5.685 -4.876
73 C 7.217 -4.727 -2.189
74 S 7.157 -5.021 -3.954
75 O 5.739 -5.294 -4.314
76 C 7.999 -6.608 -3.909
77 H 6.698 -3.790 -1.991
78 H 6.715 -5.541 -1.664
79 H 8.253 -4.647 -1.856
80 H 7.447 -7.298 -3.270
81 H 9.014 -6.464 -3.536
82 H 8.036 -6.998 -4.924
83 C 10.068 -6.242 1.984
84 S 10.343 -5.988 0.229
85 O 9.414 -4.903 -0.200
86 C 9.617 -7.544 -0.302
87 H 10.416 -5.354 2.508
88 H 9.004 -6.387 2.171
89 H 10.637 -7.109 2.316
90 H 8.584 -7.603 0.040
91 H 10.202 -8.370 0.101
92 H 9.647 -7.575 -1.389
93 C 1.449 -8.728 -7.036
94 S 1.164 -8.663 -5.264
95 O 2.222 -9.477 -4.616
96 C -0.335 -9.654 -5.279
97 H 2.376 -8.198 -7.244
98 H 1.539 -9.767 -7.354
99 H 0.624 -8.239 -7.554
100 H -0.124 -10.630 -5.715
101 H -1.105 -9.137 -5.853
102 H -0.666 -9.775 -4.250
103 C -10.327 -0.418 -3.390
104 S -10.851 1.108 -2.601
105 O -10.196 1.155 -1.260
106 C -12.555 0.605 -2.353
107 H -9.264 -0.342 -3.602
108 H -10.507 -1.259 -2.720
109 H -10.874 -0.555 -4.323
110 H -12.585 -0.303 -1.751
111 H -13.024 0.437 -3.322
112 H -13.070 1.409 -1.832
113 C 4.425 6.625 5.036
114 S 4.103 8.367 4.740
115 O 4.352 8.614 3.296
116 C 5.537 8.981 5.630
117 H 3.657 6.051 4.521
118 H 5.408 6.362 4.644
119 H 4.375 6.424 6.106
120 H 6.444 8.560 5.198
121 H 5.453 8.710 6.683
122 H 5.551 10.064 5.532
123 C -3.598 2.414 5.666
124 S -1.960 2.268 6.357
125 O -1.031 2.517 5.216
126 C -2.000 0.497 6.637
127 H -3.739 3.453 5.380
128 H -3.688 1.774 4.786
129 H -4.346 2.141 6.411
130 H -2.200 -0.020 5.698
131 H -2.770 0.269 7.373
132 H -1.028 0.197 7.022

Spin multiplicity: 1
Total charge: +1
Maximum force: 1.00 eV/Å
LUMO level: -3.40 eV
HOMO-LUMO gap: 6.3 eV


Question: Which formula does entry 2 have?
Answer: C33H74BBrNO13S9


Question: Which formula does entry 2 have?
Answer: C33H74BBrNO13S9